Entry 1:
This record from OMol25 describes a molecular structure, C4H6O2 at a distorted geometry. The level of theory is the ωB97M-V functional and the def2-TZVPD basis.

Structure (XYZ):
```
12
Properties=species:S:1:pos:R:3:forces:R:3
C -0.10164 0.49248 -1.49349 0.1 -0.2 -0.1
C 0.50175 0.41184 -0.11393 0.3 0.0 -0.3
O -0.37671 1.01544 0.87546 0.0 -0.2 -0.3
C -0.48690 -0.19653 1.53886 -0.8 -1.3 -0.6
C 0.51229 -0.90636 0.73788 1.5 0.2 0.2
O 1.03762 -1.99165 0.72744 0.2 0.3 -0.2
H 0.44983 -0.16343 -2.16893 0.0 0.0 -0.1
H -1.15034 0.17668 -1.46730 0.2 0.0 0.0
H -0.06244 1.51695 -1.88238 0.0 -0.2 0.1
H 1.49528 0.86055 -0.04502 0.0 0.1 -0.1
H -0.97993 -1.09336 0.71376 -1.4 1.9 1.8
H -0.83882 -0.12260 2.57766 0.0 -0.7 -0.6
```
Forces are in eV/Å.

Computed properties:
* charge: 0
* ΔE to the lowest compared entry with this formula, charge and spin: 76.33 kcal per mole

=====

Entry 2:
This record from OMol25 describes 2 unconnected molecules or ions with the total composition C4H14N3O at a distorted geometry. The level of theory is the ωB97M-V functional and the def2-TZVPD basis.

Structure (XYZ):
```
22
Properties=species:S:1:pos:R:3:forces:R:3
C 0.15325 2.09062 -0.80121 -1.1 -1.5 -2.1
C -1.13580 1.30318 -0.49541 -1.3 2.8 0.7
C -1.20135 -0.15518 -0.78970 1.9 -1.3 1.1
N -0.41809 -2.78108 0.14874 -0.1 1.7 0.0
C 0.46720 -1.83045 -0.33236 0.9 -1.9 -0.9
N 0.23274 -0.61745 -0.62183 -1.2 -0.4 -0.8
N 1.34933 1.67551 -0.06497 -0.4 0.7 1.9
H -0.07448 3.15551 -0.73994 0.5 -0.2 0.0
H 0.33263 1.72086 -1.82560 0.4 1.0 0.1
H -1.83082 1.84312 -1.16925 0.0 -0.3 0.5
H -1.44808 1.63689 0.51399 -0.1 -0.7 -0.2
H -1.54639 -0.37959 -1.80056 0.4 0.1 -0.1
H -1.84712 -0.75669 -0.14608 -0.3 0.6 0.1
H -0.24680 -3.77143 0.15385 0.5 0.2 0.2
H -0.87963 -2.37742 0.95205 -0.6 -0.7 -0.1
H 1.47236 -2.21921 -0.59649 -0.4 0.3 0.5
H 2.20359 2.04423 -0.47330 0.1 -0.3 0.0
H 1.23077 0.63460 0.00672 0.5 -0.4 -0.9
H 1.27114 1.96143 0.91728 0.3 0.2 -0.2
H 0.68419 0.34059 3.02839 0.7 -0.1 0.3
H -0.53285 0.21290 2.23728 0.6 -0.2 -0.6
O 0.43907 0.11980 2.12539 -1.3 0.4 0.6
```
Forces are in eV/Å.

Computed properties:
* charge: +1
* ΔE to the lowest compared entry with this formula, charge and spin: 48.43 kcal per mole

=====

Entry 3:
This record from OMol25 describes a molecular structure, C40H27MnN7O6S3. The level of theory is the ωB97M-V functional and the def2-TZVPD basis.

Structure (XYZ):
```
84
Properties=species:S:1:pos:R:3:forces:R:3
Mn 0.23054 -0.34876 -0.04316 -0.1 0.1 -0.1
O 3.70247 -1.10312 -2.41908 0.0 0.0 0.0
C 2.63969 -1.10096 -1.78813 0.0 0.0 0.0
N 2.20330 -0.25135 -0.86456 -0.1 -0.1 0.1
C 3.05528 0.66267 -0.25362 0.0 0.0 -0.1
C 4.11437 1.31564 -0.88520 0.1 0.1 0.0
C 4.85291 2.28060 -0.21107 0.0 0.0 0.0
C 4.53723 2.59323 1.10299 0.0 0.0 0.0
C 3.50200 1.92921 1.74905 0.1 0.0 0.0
C 2.75143 0.95059 1.09560 -0.1 0.1 0.0
N 1.60719 0.34925 1.65827 0.0 0.1 0.1
C 1.61665 0.13018 2.97258 -0.1 -0.3 0.0
O 2.58578 0.06460 3.74654 0.0 0.1 0.0
C 0.25728 -0.03040 3.64538 0.0 0.1 0.0
C 0.21906 -0.62892 4.90588 0.0 0.0 0.0
C -0.95861 -0.60408 5.62438 0.0 0.0 0.0
C -2.06433 0.02633 5.07042 0.0 0.0 0.0
C -1.93898 0.57181 3.80436 0.0 0.0 0.0
N -0.80857 0.54602 3.09745 0.0 0.0 0.0
C 1.70264 -2.27878 -1.97575 0.0 0.1 0.0
C 1.90730 -3.12880 -3.04991 0.0 0.0 0.0
C 1.13140 -4.26654 -3.15604 0.0 0.0 0.0
C 0.22185 -4.54103 -2.14973 0.0 0.0 0.0
C 0.07033 -3.62828 -1.11880 0.0 0.0 0.0
N 0.76383 -2.49193 -1.04220 0.0 -0.2 0.0
H 4.34602 1.04878 -1.90490 0.0 0.0 0.0
H 5.67313 2.78034 -0.71513 0.0 0.0 0.0
H 5.10369 3.34687 1.63953 0.0 0.0 0.0
H 3.27817 2.16088 2.77964 0.0 0.0 0.0
H 1.13301 -1.05570 5.29363 0.0 0.0 0.0
H -1.01630 -1.05838 6.60747 0.0 0.0 0.0
H -3.01068 0.07738 5.59259 0.0 0.0 0.0
H -2.78210 1.05727 3.32695 0.0 0.0 0.0
H 2.65384 -2.86578 -3.78466 0.0 0.0 0.0
H 1.23555 -4.92112 -4.01223 0.0 0.0 0.0
H -0.39781 -5.42785 -2.16654 0.0 0.0 0.0
H -0.66445 -3.79813 -0.34888 0.0 0.0 0.0
O -2.40603 -2.56748 -0.35831 0.0 0.0 0.0
S -3.08541 -1.46083 0.25813 0.0 0.0 0.1
O -4.42665 -1.15890 -0.18623 0.0 0.0 0.0
N -2.09495 -0.21549 0.25430 0.1 0.1 0.2
C -2.56921 1.05122 0.55703 0.0 0.0 0.0
C -3.83834 1.38529 1.00647 0.0 -0.1 0.0
C -4.20816 2.71094 1.29413 0.0 0.0 0.0
C -3.33790 3.74897 1.14115 0.0 0.0 0.0
C -2.03199 3.47068 0.67652 0.0 0.0 0.0
C -1.07652 4.49283 0.48223 0.0 0.0 0.0
C 0.16929 4.18350 0.02859 0.0 0.0 0.0
C 0.46986 2.83280 -0.22601 0.1 0.0 0.0
N -0.39145 1.86262 -0.05379 0.0 -0.1 0.0
C -1.64322 2.14366 0.39032 0.0 0.0 0.0
C -3.25440 -1.98394 1.96604 0.0 0.0 0.0
C -2.16526 -2.59525 2.57897 0.0 0.1 0.1
C -2.28995 -3.09594 3.86206 0.0 0.0 0.0
C -3.50293 -2.98978 4.53534 0.0 0.0 0.0
C -4.58259 -2.37148 3.92620 0.0 0.0 0.0
C -4.46001 -1.86675 2.63570 0.0 0.0 0.0
H -4.58690 0.61822 1.11386 0.0 0.0 0.0
H -5.21931 2.89651 1.63895 0.0 0.0 0.0
H -3.62221 4.77274 1.35324 0.0 0.0 0.0
H -1.35721 5.51690 0.70380 0.0 0.0 0.0
H 0.93321 4.93326 -0.12559 0.0 0.0 0.0
H 1.46380 2.55724 -0.56087 0.0 0.0 0.0
H -1.22605 -2.67842 2.04634 0.0 0.0 0.0
H -1.43896 -3.56399 4.34054 0.0 0.0 0.0
H -3.59951 -3.38583 5.53936 0.0 0.0 0.0
H -5.52720 -2.28678 4.45025 0.0 0.0 0.0
H -5.29856 -1.41303 2.12468 0.0 0.0 0.0
O 1.61965 -2.55697 -6.27664 0.0 0.0 0.0
S 0.84396 -1.33697 -6.24888 0.0 0.0 0.0
O 0.30898 -0.90217 -7.51973 0.0 0.0 0.0
N -0.30543 -1.39470 -5.10422 -0.1 0.0 0.0
C -0.11783 -0.49445 -4.15707 0.1 0.1 0.0
S -1.08589 -0.26950 -2.80012 0.0 0.0 -0.1
C 1.10240 0.36186 -4.38566 0.0 0.0 0.0
C 1.56705 1.41880 -3.62409 0.0 0.0 0.0
C 2.73016 2.05906 -4.02678 0.0 0.0 0.0
C 3.41878 1.64481 -5.16560 0.0 0.0 0.0
C 2.94432 0.59233 -5.93798 0.0 0.0 0.0
C 1.78016 -0.02148 -5.52304 0.0 0.0 0.0
H 1.01959 1.70907 -2.73874 0.0 0.0 0.0
H 3.12308 2.87463 -3.43215 0.0 0.0 0.0
H 4.33628 2.14737 -5.44797 0.0 0.0 0.0
H 3.46540 0.26305 -6.82782 0.0 0.0 0.0
```
Forces are in eV/Å.

Computed properties:
* charge: -2
* 2S+1: 6
* ΔE to the lowest compared entry with this formula, charge and spin: 17.46 kcal per mole

=====

Entry 4:
This record from OMol25 describes a molecular structure, C4H5O2Sm at a distorted geometry. The level of theory is the ωB97M-V functional and the def2-TZVPD basis.

Structure (XYZ):
```
12
Properties=species:S:1:pos:R:3:forces:R:3
O -2.72207 -0.34986 0.26460 -0.1 0.6 0.2
C -3.75877 -2.09138 0.14908 -0.8 -0.6 0.2
C -2.50922 -1.58332 0.19603 4.3 -0.1 -0.9
H -4.32457 -2.29268 1.06483 0.1 0.1 -0.2
H -1.32735 -1.94529 -0.01666 -3.2 0.2 0.6
H 1.05360 -2.33387 0.47038 -1.6 -0.2 -0.1
H 0.87766 -2.26631 -2.35962 0.8 -1.2 0.2
C 1.45576 -1.80068 -1.56048 -1.3 -1.9 -2.4
C 0.86788 -1.61319 -0.34035 3.0 1.3 -0.3
O 1.21561 -0.34841 -0.06647 -1.2 4.1 2.5
Sm 0.36343 1.90305 -0.10382 0.7 -3.2 0.0
H 2.40871 -1.36345 -1.86568 -0.7 0.9 0.2
```
Forces are in eV/Å.

Computed properties:
* charge: +1
* 2S+1: 7
* ΔE to the lowest compared entry with this formula, charge and spin: 143.36 kcal per mole

=====

Entry 5:
This record from OMol25 describes a single C7H8ClNOS molecule at a distorted geometry. The level of theory is the ωB97M-V functional and the def2-TZVPD basis.

Structure (XYZ):
```
19
Properties=species:S:1:pos:R:3:forces:R:3
C -1.52775 -0.14970 -1.88248 0.9 -1.0 -3.1
S 0.27556 -0.02683 -1.67400 2.6 -0.7 -1.0
O 0.64774 1.24587 -2.34535 -0.7 -1.3 0.7
N 1.56836 -1.55198 -2.11053 -2.3 1.9 1.1
Cl 2.10684 -1.10322 -3.63011 0.3 0.0 -0.7
C 0.47769 0.11929 0.08125 -0.4 -1.1 -1.3
C 0.82537 -1.04555 0.78885 -0.9 3.9 0.2
C 0.61887 -0.84257 2.14004 0.5 -4.9 2.0
C 0.15305 0.23630 2.80277 -1.7 1.4 -1.0
C -0.08679 1.35921 1.98139 -1.2 1.1 1.6
C -0.00938 1.30867 0.62687 1.1 -1.2 -0.3
H -2.06379 -1.08710 -1.64238 0.8 0.4 -0.2
H -1.87095 0.63813 -1.31052 -1.0 1.7 1.2
H -1.58283 0.16144 -3.00004 -0.3 -0.8 1.8
H 1.10212 -1.93712 0.31335 0.4 -1.0 -0.4
H 0.63722 -1.78557 2.78026 0.3 1.1 -0.9
H -0.39903 0.05074 3.74350 1.1 0.7 -0.2
H -0.54948 2.28146 2.33182 0.2 -0.3 0.6
H -0.32285 2.12853 0.00530 0.1 0.1 -0.2
```
Forces are in eV/Å.

Computed properties:
* charge: 0
* ΔE to the lowest compared entry with this formula, charge and spin: 87.25 kcal per mole
* SMILES string: C[S@](=O)(=NCl)c1ccccc1

=====

Entry 6:
This record from OMol25 describes a single C12H9ClN2O3S2 molecule at a distorted geometry. The level of theory is the ωB97M-V functional and the def2-TZVPD basis.

Structure (XYZ):
```
29
Properties=species:S:1:pos:R:3:forces:R:3
O -0.69004 0.22231 -4.29758 -1.2 0.8 0.8
S -1.85158 0.59932 -3.51730 -1.8 -1.9 0.4
O -3.06917 -0.25895 -3.65012 3.2 2.1 0.6
N -2.35237 2.22065 -3.71108 0.4 -1.1 -4.2
C -2.29182 2.91863 -2.56128 -0.1 -0.1 2.9
O -2.80865 4.15970 -2.35308 -1.0 0.5 -0.9
C -1.85557 2.18489 -1.54486 0.4 1.5 2.0
N -1.41399 0.87540 -1.83568 -0.8 1.8 -2.5
C -0.79359 -0.02394 -1.00282 0.3 -2.7 1.7
C -1.11120 -1.38596 -1.06054 0.5 1.6 0.3
S -0.44949 -2.34066 0.18352 1.1 1.5 0.3
C 0.39202 -0.94819 0.89754 -1.0 2.5 -3.3
C 1.39528 -1.08423 1.92765 1.5 -0.5 2.1
C 2.85569 -0.93331 1.69470 -3.4 -3.1 2.2
C 3.67486 -1.70714 2.57527 0.1 2.1 -1.4
C 3.16124 -2.07165 3.82681 -0.2 1.1 -1.7
C 1.83172 -1.84027 4.17686 0.9 -1.3 0.2
C 0.91137 -1.53870 3.18267 0.5 -0.1 -0.7
C 0.09991 0.23716 0.12565 -0.4 -2.1 0.3
Cl 0.66721 1.84686 0.48341 0.0 -0.7 0.0
H -2.05941 2.65660 -4.62294 -0.3 -0.7 1.3
H -3.79263 4.20871 -2.49136 1.3 -0.4 0.1
H -1.83235 2.72733 -0.56492 0.1 -1.5 -0.7
H -1.71143 -1.80603 -1.83171 -0.6 -0.4 -0.2
H 3.01456 -0.57902 0.72654 1.2 0.5 -1.3
H 4.76640 -1.88239 2.31746 -1.5 0.3 0.4
H 3.91610 -2.49076 4.41438 0.5 -0.7 1.6
H 1.54369 -2.13951 5.17946 -0.3 0.1 -0.1
H -0.14674 -1.82684 3.33336 0.6 0.8 -0.1
```
Forces are in eV/Å.

Computed properties:
* charge: 0
* ΔE to the lowest compared entry with this formula, charge and spin: 12.25 kcal per mole
* SMILES string: O=S1(=O)NC(O)=CN1c1csc(-c2ccccc2)c1Cl

=====

Entry 7:
This record from OMol25 describes a molecular structure, C4H7BrO at a distorted geometry. The level of theory is the ωB97M-V functional and the def2-TZVPD basis.

Structure (XYZ):
```
13
Properties=species:S:1:pos:R:3:forces:R:3
C -2.62168 -0.39904 -0.12772 -0.4 2.6 0.5
C -2.64410 0.81302 -0.07587 -0.2 -1.8 -0.2
C 0.15907 -0.03908 1.50189 0.0 -0.1 -1.5
C 0.12966 -0.57920 0.09706 0.0 1.8 0.5
O 0.10578 0.07418 -0.91375 0.6 -0.4 0.2
Br -2.51898 2.58707 -0.02292 -0.1 0.3 -0.1
H -2.38660 -1.37326 0.15534 -0.2 -1.1 -0.2
H 4.77689 0.54786 -3.26135 -0.4 -1.8 0.7
H -0.86702 -0.02295 1.78917 -0.8 0.3 0.5
H 0.65869 -0.70378 2.13904 0.8 -1.1 1.0
H 0.60762 0.91095 1.54611 0.3 1.4 0.1
H 4.60315 -0.18458 -2.97516 0.4 1.8 -0.7
H -0.00250 -1.63120 0.14816 0.0 -1.8 -0.7
```
Forces are in eV/Å.

Computed properties:
* charge: 0
* ΔE to the lowest compared entry with this formula, charge and spin: 96.01 kcal per mole

=====

Entry 8:
This record from OMol25 describes 2 unconnected molecules or ions with the total composition C5H12N at a distorted geometry. The level of theory is the ωB97M-V functional and the def2-TZVPD basis.

Structure (XYZ):
```
18
Properties=species:S:1:pos:R:3:forces:R:3
C -1.89734 1.24782 0.65065 0.7 -0.2 1.8
C -0.96142 0.22551 0.30459 0.7 0.7 -1.2
C 2.33465 -2.30517 0.36999 -0.4 -3.3 -1.0
C -0.73188 2.26112 -1.42616 1.4 -1.2 -0.9
C 0.97715 -2.45404 0.91478 2.6 1.4 2.7
N -0.67662 1.72664 -0.06522 -0.5 -1.6 0.9
H -2.71913 1.41093 0.04303 -1.8 0.1 -1.1
H -2.10671 1.37500 1.71568 0.5 0.9 -0.2
H -1.11509 -0.39640 -0.54221 0.1 -0.6 -0.6
H 2.21011 -2.41757 -0.73012 0.7 0.8 0.6
H 2.81124 -3.34029 0.62596 -0.2 1.7 -0.1
H 2.95531 -1.49399 0.72713 0.1 0.1 0.0
H 0.32340 2.12810 -1.86187 -1.7 0.6 0.5
H -1.40235 1.62400 -1.98681 -0.1 -0.2 -0.2
H -1.12986 3.26265 -1.47864 0.3 0.4 0.3
H 0.82537 -2.52989 1.98816 -0.2 -0.1 -0.2
H 0.20298 -2.35967 0.28686 -3.0 -0.2 -2.0
H 0.10019 2.03525 0.46418 0.6 0.6 0.9
```
Forces are in eV/Å.

Computed properties:
* charge: +1
* ΔE to the lowest compared entry with this formula, charge and spin: 156.60 kcal per mole